C26H33N3O3 in the gas phase at a distorted geometry. Source: OMol25; level of theory: ωB97M-V/def2-TZVPD.

Each line ends with the natural charge from an NBO analysis.
Atoms and positions in Å:
C -0.33 -0.18 -1.77  -0.611
C -0.92 1.22 -1.80  -0.403
C -2.45 1.22 -1.90  -0.217
N -3.10 0.86 -0.65  -0.489
C -3.73 -0.45 -0.65  -0.202
C -5.02 -0.58 -1.48  -0.422
C -5.53 -2.01 -1.47  -0.601
C -3.94 1.91 -0.10  -0.214
C -3.13 3.03 0.54  -0.413
C -2.49 2.59 1.86  -0.220
N -1.62 1.47 1.65  -0.662
C -0.36 1.42 2.15  0.674
O 0.11 2.27 2.88  -0.636
C 0.42 0.22 1.71  -0.237
C 1.70 0.44 1.34  0.097
N 2.52 -0.53 0.83  -0.437
C 3.86 -0.18 0.51  0.179
C 4.40 -0.51 -0.72  -0.177
C 5.71 -0.17 -1.02  -0.305
C 6.49 0.51 -0.09  0.306
O 7.78 0.89 -0.29  -0.489
C 8.40 0.56 -1.50  -0.253
C 5.93 0.84 1.15  -0.239
C 4.63 0.49 1.45  -0.228
C 2.08 -1.84 0.64  0.658
O 2.82 -2.68 0.15  -0.611
C 0.72 -2.11 1.09  -0.190
C 0.25 -3.43 0.98  -0.138
C -1.02 -3.76 1.41  -0.235
C -1.82 -2.78 1.99  -0.172
C -1.38 -1.48 2.10  -0.244
C -0.11 -1.11 1.63  0.076
H -0.70 -0.74 -0.92  0.206
H 0.76 -0.14 -1.70  0.211
H -0.59 -0.73 -2.68  0.202
H -0.61 1.76 -0.90  0.204
H -0.52 1.75 -2.67  0.200
H -2.74 0.53 -2.70  0.188
H -2.78 2.22 -2.21  0.194
H -3.00 -1.17 -1.03  0.202
H -3.95 -0.72 0.38  0.191
H -5.79 0.08 -1.07  0.197
H -4.83 -0.27 -2.51  0.197
H -5.74 -2.34 -0.45  0.201
H -4.79 -2.69 -1.90  0.203
H -6.45 -2.10 -2.05  0.213
H -4.60 2.35 -0.88  0.179
H -4.59 1.47 0.66  0.196
H -3.79 3.88 0.74  0.215
H -2.35 3.36 -0.14  0.206
H -1.91 3.40 2.31  0.235
H -3.29 2.31 2.57  0.180
H -1.91 0.85 0.90  0.442
H 2.13 1.43 1.41  0.237
H 3.80 -1.04 -1.45  0.232
H 6.10 -0.44 -1.99  0.222
H 9.42 0.95 -1.43  0.201
H 8.44 -0.52 -1.66  0.178
H 7.90 1.04 -2.35  0.176
H 6.55 1.36 1.86  0.227
H 4.22 0.74 2.42  0.226
H 0.91 -4.16 0.55  0.240
H -1.38 -4.77 1.32  0.217
H -2.80 -3.04 2.35  0.213
H -2.00 -0.74 2.58  0.227

Computed properties:
* E_LUMO: 0.56 eV
* gap between HOMO and LUMO: 8.451 eV
* structure (SMILES): CCCN(CCC)CCCNC(=O)c1cn(-c2ccc(OC)cc2)c(=O)c2ccccc12
* net charge: 0
* HOMO energy: -7.895 eV